Entry from the Open Molecules 2025 dataset: 11 unconnected molecules or ions with the total composition C44H66O33 in a non-equilibrium geometry (wB97M-V/def2-TZVPD).

Values from the calculation:
* E_tot: -114265.01740 eV
* HOMO level: -0.36343 Ha
* Kohn-Sham gap: 9.75 eV
* SMILES string: C[C@H]1COC(=O)O1.C[C@H]1COC(=O)O1.C[C@H]1COC(=O)O1.C[C@H]1COC(=O)O1.C[C@H]1COC(=O)O1.C[C@H]1COC(=O)O1.C[C@H]1COC(=O)O1.C[C@H]1COC(=O)O1.C[C@H]1COC(=O)O1.C[C@H]1COC(=O)O1.C[C@H]1COC(=O)O1

```
! RIJCOSX wB97M-V def2-TZVPD def2/J DEFGRID3
* xyz 0 1
C 4.952 -0.987 2.099
C 3.503 -0.602 1.891
C 2.402 -1.010 2.886
O 1.818 0.149 3.343
C 2.388 1.167 2.715
O 2.026 2.294 2.978
O 3.418 0.762 2.008
H 5.452 -0.289 2.770
H 5.511 -0.767 1.189
H 5.103 -2.013 2.434
H 3.228 -0.866 0.870
H 2.833 -1.484 3.768
H 1.695 -1.678 2.395
C 1.673 6.117 2.213
C 0.240 5.689 2.207
C -0.739 6.759 1.766
O -1.275 6.156 0.626
C -0.885 4.848 0.411
O -1.372 4.036 -0.411
O 0.066 4.600 1.285
H 2.264 5.323 2.670
H 1.869 6.994 2.829
H 2.111 6.302 1.232
H -0.030 5.491 3.244
H -0.173 7.615 1.398
H -1.476 7.019 2.526
C -0.576 4.651 -4.660
C 0.082 3.605 -5.573
C 1.583 3.280 -5.380
O 1.621 1.999 -4.885
C 0.453 1.453 -4.726
O 0.202 0.451 -4.077
O -0.510 2.331 -5.239
H -1.618 4.742 -4.967
H -0.061 5.609 -4.597
H -0.520 4.224 -3.659
H -0.080 3.897 -6.610
H 2.068 3.877 -4.607
H 2.073 3.464 -6.336
C 0.179 -2.608 -2.195
C -0.291 -4.089 -2.159
C -0.876 -4.715 -3.418
O -0.260 -5.979 -3.468
C 0.713 -6.039 -2.576
O 1.350 -7.018 -2.334
O 0.869 -4.867 -1.984
H -0.375 -1.914 -1.562
H 0.191 -2.239 -3.220
H 1.234 -2.576 -1.922
H -0.907 -4.317 -1.289
H -0.792 -4.118 -4.326
H -1.946 -4.831 -3.246
C -2.362 1.768 2.428
C -1.356 1.538 3.572
C -1.063 2.763 4.361
O -1.450 2.390 5.687
C -2.014 1.118 5.664
O -2.391 0.541 6.655
O -2.082 0.695 4.460
H -1.897 2.353 1.635
H -3.287 2.253 2.739
H -2.686 0.803 2.038
H -0.419 1.062 3.283
H -1.735 3.566 4.059
H -0.039 3.094 4.189
C 1.147 0.701 -0.999
C -0.007 0.679 0.031
C -1.417 0.556 -0.515
O -1.992 -0.451 0.160
C -1.095 -1.171 0.852
O -1.277 -2.231 1.445
O 0.072 -0.537 0.809
H 1.226 -0.213 -1.587
H 2.121 0.914 -0.559
H 0.846 1.511 -1.664
H 0.074 1.549 0.683
H -1.336 0.452 -1.597
H -2.001 1.470 -0.411
C -4.712 -1.691 1.620
C -5.652 -2.799 2.136
C -6.405 -3.533 0.994
O -5.696 -4.762 0.950
C -4.914 -4.927 1.946
O -4.293 -5.985 2.144
O -4.857 -3.788 2.696
H -3.965 -2.032 0.904
H -4.210 -1.230 2.472
H -5.187 -0.936 0.993
H -6.379 -2.408 2.848
H -6.294 -2.979 0.062
H -7.466 -3.761 1.093
C -7.220 3.253 -0.039
C -6.636 1.879 -0.395
C -7.225 1.206 -1.563
O -6.119 0.772 -2.311
C -4.990 1.232 -1.810
O -3.864 1.133 -2.301
O -5.267 1.988 -0.719
H -6.624 3.699 0.757
H -8.260 3.166 0.274
H -7.362 3.913 -0.895
H -6.942 1.243 0.436
H -7.934 1.882 -2.040
H -7.680 0.275 -1.224
C 4.770 -1.409 -1.512
C 6.219 -1.452 -2.001
C 7.241 -1.861 -0.982
O 7.906 -2.928 -1.469
C 7.203 -3.415 -2.465
O 7.489 -4.375 -3.144
O 6.225 -2.564 -2.902
H 4.670 -0.435 -1.032
H 4.465 -2.203 -0.831
H 4.075 -1.399 -2.352
H 6.610 -0.591 -2.542
H 6.745 -2.202 -0.074
H 7.918 -1.021 -0.820
C 3.410 3.801 -1.558
C 4.802 3.640 -0.897
C 5.069 2.439 0.001
O 6.291 1.942 -0.398
C 6.666 2.434 -1.587
O 7.583 1.952 -2.255
O 5.791 3.492 -1.917
H 3.303 3.036 -2.327
H 3.300 4.816 -1.941
H 2.679 3.659 -0.762
H 5.052 4.509 -0.289
H 4.234 1.805 -0.300
H 4.903 2.563 1.071
C -1.358 -7.664 0.682
C -0.444 -6.785 1.523
C -1.023 -5.386 1.909
O -1.088 -5.399 3.309
C -0.701 -6.598 3.811
O -0.699 -6.870 5.030
O -0.235 -7.430 2.826
H -2.349 -7.737 1.129
H -0.954 -8.650 0.452
H -1.458 -7.192 -0.296
H 0.478 -6.675 0.952
H -2.077 -5.248 1.667
H -0.550 -4.487 1.513
*
```